CH5ISi | ωB97M-V with the def2-TZVPD basis set

Highest occupied orbital energy = -9.59 eV
Electronic energy = -628.2437 hartree
Kohn-Sham gap = 9.323 eV
Charge = 0
Energy above the lowest of the compared OMol25 structures with the same formula, charge and spin = 110.1 kJ/mol
LUMO = -0.27 eV

Geometry (Å):
C1 0.85582 -0.14087 0.46557
Si1 -0.88007 0.36035 -0.14249
I1 1.70669 -1.49050 -1.22826
H1 1.63535 0.53025 0.74083
H2 0.83382 -0.83824 1.21359
H3 -1.64826 1.29946 0.68254
H4 -0.77487 1.13764 -1.36551
H5 -1.72848 -0.85809 -0.36627

Here are the Löwdin charges for atoms 1 to 4, given in e:
1 C -0.673
2 Si 0.503
3 I 0.524
4 H -0.021



CH5N2O | ωB97M-V with the def2-TZVPD basis set

Highest occupied orbital energy = -1.48 eV
Electronic energy = -225.7385 hartree
Kohn-Sham gap = 6.530 eV
Charge = -1
Structure (SMILES) = CN(N)[O-]
Energy above the lowest of the compared OMol25 structures with the same formula, charge and spin = 351.3 kJ/mol
LUMO = 5.05 eV

Geometry (Å):
C1 0.66191 0.72696 0.10564
N1 -0.68662 0.36055 0.60327
N2 -1.25271 -0.76451 -0.24800
O1 -0.47257 -0.09672 1.87945
H1 1.02300 1.49397 0.86612
H2 1.34427 -0.18838 0.38709
H3 0.50460 1.08735 -0.94146
H4 -0.52817 -1.58441 -0.20804
H5 -2.20475 -0.92564 0.10869

Here are the Löwdin charges for atoms 1 to 4, given in e:
1 C -0.214
2 N -0.495
3 N -0.073
4 O -0.468